DFT (ωB97M-V/def2-TZVPD) results for a 2-piece molecular cluster, C6H12N2 overall in a non-equilibrium geometry.

LUMO: 0.8987 eV
Relative energy (zero: lowest compared OMol25 entry of this formula, charge and spin): 25.7 kcal per mole
Total energy: -345.2869 a.u.
Structure (SMILES): Cc1c[nH]cn1.CC
2S+1: 1
Frontier orbital gap: 9.51 eV
F_max: 1.913 eV/A
Total charge: 0

CARTESIAN COORDINATES (ANGSTROEM)
C 3.10257 -0.34794 -0.13269
C 1.79372 -0.52237 -0.90414
H 2.84732 0.17176 0.79808
H 3.58117 -1.27941 0.18078
H 3.67966 0.40131 -0.68543
H 1.26953 -1.40409 -0.54759
H 1.65624 -0.59188 -1.99719
H 1.28680 0.44695 -0.77488
C -1.86730 0.91468 -1.38438
C -1.03358 -1.14463 1.38845
C -1.42173 0.36002 -0.06540
C -1.78022 0.91198 1.13976
N -1.02313 -0.95393 0.10097
N -1.45032 -0.03682 2.09562
H -1.07354 -2.12340 1.84559
H -1.82346 0.00418 3.02050
H -1.97649 1.96991 1.18190
H -1.42671 0.37142 -2.23040
H -1.39610 1.89718 -1.50067
H -2.94441 0.95508 -1.52886

Atoms 1-3, force components in eV/Å:
-0.41 0.71 -0.44
-0.64 0.38 -0.22
-0.05 -0.20 0.00